--- w ---
{"formula": "C5H13NO2", "method": "the ωB97M-V functional and the def2-TZVPD basis", "species": ["C", "O", "C", "C", "C", "C", "N", "H", "H", "H", "H", "H", "H", "H", "H", "H", "H", "H", "H", "H", "O"], "positions_angstrom": [[-0.3807, -0.7070, 1.2201], [-1.7096, -1.1932, 1.1473], [0.0685, 0.1286, 0.0393], [1.4569, -0.2326, -0.5294], [2.6584, 0.2426, 0.2383], [2.6247, 0.8525, 1.4053], [-0.9097, -0.1659, -1.4053], [-0.1613, -0.1848, 2.1466], [0.2435, -1.5849, 1.2545], [-2.0299, -1.1131, 0.2393], [0.0568, 1.2236, 0.1217], [1.4675, 0.2690, -1.4962], [1.4717, -1.3030, -0.7372], [3.6076, -0.0233, -0.2282], [3.5184, 1.3424, 1.7726], [1.7313, 1.0904, 1.9705], [-1.1419, 0.3679, -0.5746], [-0.5221, 0.4464, -2.1144], [-4.7493, 0.3585, -1.7488], [-3.2221, 0.2466, -1.5195], [-4.0786, -0.0604, -1.2020]], "nbo_charge": [-0.08, -0.71, -0.10, -0.43, -0.17, -0.41, -0.90, 0.19, 0.17, 0.49, 0.20, 0.21, 0.23, 0.21, 0.20, 0.19, 0.36, 0.35, 0.47, 0.48, -0.95], "homo_ev": -10.11, "mol_weight_da": 119.16}

=====

--- x ---
{"formula": "C5H13NO2", "method": "the ωB97M-V functional and the def2-TZVPD basis", "species": ["C", "C", "O", "H", "H", "H", "H", "H", "H", "C", "C", "C", "N", "O", "H", "H", "H", "H", "H", "H", "H"], "positions_angstrom": [[2.5147, -1.5922, 0.2095], [0.9590, 0.8238, 1.1186], [1.8485, -1.7655, -0.7897], [0.1352, -1.5739, -0.1582], [3.5256, -1.1601, 0.1674], [2.1657, -1.9005, 1.2050], [1.1852, 0.4354, 2.1133], [1.7988, 0.8629, 0.4259], [0.6621, 1.8660, 1.2358], [-0.5476, 0.6576, -1.0029], [-1.7735, 0.1523, -1.7622], [-0.5137, 0.1438, 0.4400], [-1.6510, 0.5902, 1.1729], [-0.4895, -1.2318, 0.5247], [-1.8296, -0.0061, 1.9671], [-1.5799, 1.5570, 1.4559], [-0.5454, 1.7484, -0.9786], [0.3643, 0.3217, -1.5003], [-1.7627, -0.9353, -1.8184], [-2.6848, 0.4546, -1.2500], [-1.7814, 0.5516, -2.7756]], "nbo_charge": [0.30, -0.70, -0.54, 0.50, 0.12, 0.13, 0.21, 0.20, 0.20, -0.44, -0.61, 0.46, -0.86, -0.75, 0.38, 0.36, 0.20, 0.21, 0.21, 0.22, 0.20], "homo_ev": -8.69, "smiles": "CC[C@@](C)(N)O.C=O", "mol_weight_da": 119.16}

=====

--- y ---
{"formula": "C5H13NO2", "method": "the ωB97M-V functional and the def2-TZVPD basis", "species": ["C", "C", "C", "O", "O", "H", "H", "H", "H", "H", "C", "C", "N", "H", "H", "H", "H", "H", "H", "H", "H"], "positions_angstrom": [[-0.2728, -1.1266, -0.8519], [0.3375, -2.4949, -1.2869], [-0.8510, -0.4697, -2.0787], [-0.5092, -0.6632, -3.2036], [-1.8371, 0.4285, -1.8391], [-0.9402, -1.1855, 0.0090], [0.6175, -0.6190, -0.4886], [1.4133, -2.3846, -1.4431], [-0.0796, -2.8686, -2.2198], [0.2392, -3.2206, -0.4790], [0.8104, 0.8218, 1.6284], [-0.4987, 1.4938, 2.0470], [1.2580, 1.3504, 0.3341], [1.5748, 0.9100, 2.4012], [0.5984, -0.2440, 1.5680], [-1.1069, 1.7251, 1.1743], [-0.2515, 2.5271, 2.3606], [1.9487, 2.0831, 0.4646], [-2.0038, 0.8949, -1.0196], [0.4981, 1.9035, -0.0513], [-0.9451, 1.1385, 2.9744]], "nbo_charge": [-0.57, -0.60, 0.81, -0.56, -0.72, 0.21, 0.28, 0.21, 0.23, 0.20, -0.22, -0.63, -0.83, 0.20, 0.17, 0.19, 0.20, 0.36, 0.50, 0.34, 0.23], "homo_ev": -9.95, "smiles": "CCC(=O)O.CCN", "mol_weight_da": 119.16}

=====

Stability, highest: y

=====

--- w ---
{"formula": "C5H13NO2", "method": "the ωB97M-V functional and the def2-TZVPD basis", "species": ["C", "C", "C", "N", "C", "C", "O", "H", "H", "H", "H", "H", "H", "H", "H", "H", "H", "H", "H", "H", "O"], "positions_angstrom": [[0.8928, 0.9044, 0.7918], [1.9313, 1.2140, -0.2739], [0.0187, -0.1923, 0.3592], [-1.2108, 0.1646, -0.1337], [-1.9380, -0.8686, -0.9668], [-2.1875, 1.1102, 0.4625], [0.2874, -1.3926, 0.4629], [1.4998, 0.6426, 1.6614], [0.3030, 1.7838, 1.0740], [2.6653, 0.3980, -0.3002], [2.5081, 2.1450, -0.1146], [1.3407, 1.2516, -1.2209], [-1.8667, -0.5693, -1.9954], [-2.9712, -0.9552, -0.6133], [-1.4010, -1.8173, -0.8031], [-2.9464, 1.3812, -0.2731], [-1.6746, 1.9523, 0.9748], [-2.8258, 0.5182, 1.1322], [1.9051, -2.1412, 0.2533], [2.8468, -3.0926, -0.5840], [2.8233, -2.4368, 0.1070]], "nbo_charge": [-0.50, -0.60, 0.70, -0.45, -0.43, -0.40, -0.65, 0.23, 0.21, 0.24, 0.22, 0.20, 0.20, 0.19, 0.25, 0.21, 0.21, 0.19, 0.50, 0.46, -0.99], "homo_ev": -9.38, "smiles": "CCC(=O)N(C)C.O", "mol_weight_da": 119.16}

=====

--- x ---
{"formula": "C5H13NO2", "method": "the ωB97M-V functional and the def2-TZVPD basis", "species": ["C", "C", "C", "N", "C", "C", "O", "H", "H", "H", "H", "H", "H", "H", "H", "H", "H", "H", "H", "H", "O"], "positions_angstrom": [[0.8392, 1.2767, -0.5987], [0.0237, 2.4982, -0.1406], [-0.0661, 0.0791, -0.6583], [-0.4044, -0.5489, 0.4998], [-1.5895, -1.3972, 0.4623], [0.1381, -0.2432, 1.8024], [-0.5561, -0.2917, -1.7213], [1.2361, 1.4011, -1.5996], [1.6602, 1.0825, 0.0806], [-0.8106, 2.6701, -0.8121], [0.6709, 3.3590, -0.0562], [-0.4510, 2.3245, 0.8275], [-1.7585, -1.8119, 1.4496], [-1.4585, -2.1669, -0.2783], [-2.4642, -0.8068, 0.1747], [0.1486, -1.1468, 2.4075], [-0.5047, 0.4487, 2.3533], [1.1170, 0.1953, 1.7047], [1.3143, -2.4660, -2.7224], [1.1436, -1.9987, -1.2987], [1.7720, -2.4572, -1.8765]], "nbo_charge": [-0.49, -0.60, 0.67, -0.44, -0.41, -0.40, -0.65, 0.24, 0.21, 0.22, 0.22, 0.20, 0.20, 0.22, 0.20, 0.21, 0.19, 0.21, 0.47, 0.47, -0.94], "homo_ev": -9.45, "smiles": "CCC(=O)N(C)C.O", "mol_weight_da": 119.16}

=====

Stability, highest: x

=====

--- w ---
{"formula": "C5H13NO2", "method": "the ωB97M-V functional and the def2-TZVPD basis", "species": ["C", "O", "C", "C", "C", "C", "N", "H", "H", "H", "H", "H", "H", "H", "H", "H", "H", "H", "H", "H", "O"], "positions_angstrom": [[0.1144, 0.3738, 1.7325], [0.8144, -0.8827, 1.5091], [0.4285, 1.4603, 0.7260], [1.1643, 1.0827, -0.5809], [0.3784, 0.2363, -1.6043], [-1.8892, -0.0972, -1.3028], [-0.9970, 0.6979, -1.6925], [-0.9331, 0.0651, 1.6865], [0.2497, 0.5702, 2.7990], [1.6112, -0.6710, 1.0063], [-0.5533, 1.7963, 0.3874], [0.8661, 2.3871, 1.0935], [1.1870, 2.0606, -1.0637], [2.1662, 0.7152, -0.3829], [0.8391, 0.5313, -2.5456], [0.4194, -0.8456, -1.4620], [-2.9104, 0.2629, -1.3591], [-1.6293, -1.1039, -0.9685], [-0.0725, -3.4628, 1.0514], [-0.8080, -2.1840, 0.6764], [-0.4457, -2.9923, 0.2942]], "nbo_charge": [-0.07, -0.74, -0.46, -0.40, -0.26, -0.07, -0.39, 0.16, 0.18, 0.47, 0.23, 0.22, 0.22, 0.20, 0.20, 0.19, 0.18, 0.15, 0.47, 0.47, -0.94], "homo_ev": -9.77, "smiles": "C=NCCCCO.O", "mol_weight_da": 119.16}

=====

--- x ---
{"formula": "C5H13NO2", "method": "the ωB97M-V functional and the def2-TZVPD basis", "species": ["C", "C", "C", "C", "O", "N", "C", "O", "H", "H", "H", "H", "H", "H", "H", "H", "H", "H", "H", "H", "H"], "positions_angstrom": [[0.5017, -0.2570, 1.5472], [0.2053, -0.2770, -0.0159], [-1.1328, -0.9407, -0.3469], [-1.0706, -1.8451, -1.5625], [-1.8164, -1.6135, 0.7398], [-0.0304, 1.1114, -0.4905], [1.1497, 1.9040, -0.3945], [1.5243, 2.4128, 0.9212], [1.4509, 0.2212, 1.7682], [0.5645, -1.2762, 1.8407], [-0.1722, 0.3332, 2.1773], [1.0995, -0.7476, -0.4076], [-1.9296, -0.1817, -0.5203], [-0.2795, -1.4579, -2.2735], [-2.0301, -1.6886, -2.1614], [-1.0447, -2.9327, -1.4668], [-1.2850, -1.6703, 1.5441], [-0.7370, 1.5517, 0.0857], [2.0326, 1.2975, -0.7244], [0.9444, 2.8253, -1.0066], [2.0555, 3.2312, 0.7468]], "nbo_charge": [-0.65, -0.07, 0.08, -0.64, -0.74, -0.62, 0.08, -0.77, 0.24, 0.19, 0.22, 0.20, 0.18, 0.21, 0.21, 0.23, 0.47, 0.37, 0.16, 0.16, 0.47], "homo_ev": -9.38, "smiles": "C[C@H](NCO)[C@@H](C)O", "mol_weight_da": 119.16}

=====

--- y ---
{"formula": "C5H13NO2", "method": "the ωB97M-V functional and the def2-TZVPD basis", "species": ["C", "C", "N", "C", "C", "C", "O", "H", "H", "H", "H", "H", "H", "H", "H", "H", "H", "H", "H", "H", "O"], "positions_angstrom": [[1.7127, -0.5604, -0.9270], [1.2976, 0.2511, 0.2767], [-0.0605, 0.5797, 0.3329], [-0.6859, 1.1175, -0.9347], [-1.6640, 0.0191, -1.4203], [-0.4934, 1.2762, 1.5293], [2.0267, 0.3862, 1.2356], [2.3591, -1.3999, -0.6880], [0.8577, -1.0352, -1.4084], [2.1927, 0.1044, -1.6460], [-1.2584, 2.0299, -0.8497], [0.1926, 1.1321, -1.5694], [-2.1767, -0.3675, -0.5627], [-2.4177, 0.4404, -2.0965], [-1.1800, -0.7337, -2.0361], [-1.4866, 0.9089, 1.7882], [-0.5812, 2.3659, 1.4360], [0.2269, 1.1820, 2.3303], [-0.6515, -1.8843, 0.3088], [-1.4600, -3.2141, 0.5150], [-1.5130, -2.3081, 0.2019]], "nbo_charge": [-0.73, 0.68, -0.47, -0.22, -0.62, -0.43, -0.60, 0.25, 0.22, 0.24, 0.21, 0.20, 0.24, 0.20, 0.21, 0.20, 0.18, 0.24, 0.48, 0.47, -0.95], "homo_ev": -9.31, "smiles": "CCN(C)C(C)=O.O", "mol_weight_da": 119.16}

=====

--- z ---
{"formula": "C5H13NO2", "method": "the ωB97M-V functional and the def2-TZVPD basis", "species": ["C", "C", "C", "C", "C", "O", "N", "H", "H", "H", "H", "H", "H", "H", "H", "H", "H", "H", "H", "H", "O"], "positions_angstrom": [[0.4328, 1.8685, 0.3112], [-0.6341, 0.7710, 0.1585], [0.0004, -0.5795, 0.7804], [0.8970, -1.2660, -0.1798], [2.2182, -0.6891, -0.6307], [3.0137, 0.1730, 0.0360], [-1.9886, 0.9323, 0.5326], [1.3854, 1.6942, 0.8094], [0.8431, 2.0651, -0.6913], [0.0956, 2.8453, 0.5744], [-0.5188, 0.4875, -0.9150], [-1.0694, -1.2692, 0.8257], [0.2463, -0.4293, 1.8382], [1.2110, -0.2457, -1.2366], [0.8832, -2.3721, -0.1410], [2.7316, -1.4866, -1.3841], [-1.8207, 1.2478, 1.5029], [-1.6129, -1.8423, 0.9028], [-3.8211, -1.3646, -0.8913], [-2.7272, -0.2166, -0.2575], [-2.9376, -0.9566, -0.9489]], "nbo_charge": [-0.66, -0.07, -0.07, -0.24, 0.04, -0.63, -0.85, 0.26, 0.23, 0.24, 0.17, -0.05, 0.26, 0.30, 0.28, 0.19, 0.31, 0.35, 0.47, 0.50, -1.04], "homo_ev": -7.80, "mol_weight_da": 119.16}

=====

Stability, highest: y